[1]
{"formula": "CH5NOP2", "method": "ωB97M-V/def2-TZVPD", "elements": ["C", "N", "O", "P", "P", "H", "H", "H", "H", "H"], "xyz": [[-0.7597, 0.4959, -1.4772], [-0.2816, -0.6616, -0.8274], [-1.1949, 1.4705, -0.9377], [0.7466, 0.6452, 1.7439], [0.0668, -1.1718, 0.7523], [-0.8328, 0.4086, -2.5471], [0.2633, -1.2962, -1.4175], [1.7590, 0.7787, 0.7982], [1.4562, 0.2573, 2.8380], [-1.2228, -0.9265, 1.0744]], "forces_ev_per_a": [[-0.3, -0.9, 1.2], [1.4, 0.2, -2.3], [0.1, 0.3, 0.6], [-1.3, 1.9, -0.8], [0.1, -0.6, 0.8], [0.4, -0.4, -0.9], [-0.6, 0.7, -0.4], [0.7, 0.1, 0.0], [1.0, -1.0, 0.6], [-1.4, -0.2, 1.2]], "mol_weight_g_mol": 109.00, "e_homo_ev": -8.633, "smiles": "O=CN[PH]#[PH2]", "orbital_gap_ha": 0.3467}

=====

[2]
{"formula": "CH5NOS", "method": "ωB97M-V/def2-TZVPD", "elements": ["S", "H", "H", "C", "N", "O", "H", "H", "H"], "xyz": [[-2.9148, 0.1933, -1.6519], [-3.4551, -0.4784, -2.7371], [-2.5387, 1.4036, -2.1514], [0.9521, -0.3252, 0.8186], [2.2371, 0.0048, 1.2297], [0.4104, -1.4231, 1.1755], [0.6382, 0.2051, -0.0312], [2.2414, 1.0279, 1.3522], [2.4295, -0.6081, 1.9957]], "forces_ev_per_a": [[-0.1, -0.4, -0.1], [0.6, 1.1, 0.5], [-0.4, -0.7, -0.4], [0.2, -5.9, 1.3], [-2.1, 1.1, -0.5], [1.5, 4.1, -1.0], [-1.1, 1.3, -1.0], [0.9, -0.8, 0.3], [0.7, 0.2, 0.9]], "mol_weight_g_mol": 79.12, "e_homo_ev": -9.763, "smiles": "NC=O.S", "orbital_gap_ha": 0.3846}